1.
2 unconnected molecules or ions with the total composition C16H17NO, computed with wB97M-V/def2-TZVPD.

Its SMILES is Cc1c[nH]c2ccccc12.Cc1ccc(O)cc1. The energy relative to the best compared isomer or geometry (same formula, charge and spin) is 85.6 kcal/mol. As for the gap between HOMO and LUMO: 8.263 eV. The molar mass is 239.32 g/mol.

```
! wB97M-V def2-TZVPD RIJCOSX def2/J DEFGRID3
* xyz 0 1
C 1.716 3.553 1.498
C 1.670 2.141 1.854
C 2.788 1.435 2.489
N 2.509 0.069 2.740
C 1.176 -0.058 2.645
C 0.334 -1.211 2.686
C -0.970 -0.988 2.294
C -1.466 0.137 1.540
C -0.685 1.260 1.430
C 0.618 1.240 1.982
H 2.623 4.156 1.898
H 0.938 4.168 2.223
H 1.128 3.708 0.550
H 3.775 1.702 2.592
H 3.237 -0.542 3.034
H 0.841 -1.952 3.143
H -1.539 -1.842 2.291
H -2.512 0.102 1.347
H -1.153 2.092 0.829
C -2.525 0.570 -2.490
C -1.512 -0.456 -2.318
C -1.868 -1.739 -1.945
C -0.984 -2.796 -2.001
C 0.304 -2.510 -2.460
O 1.178 -3.550 -2.601
C 0.732 -1.225 -2.839
C -0.174 -0.128 -2.698
H -2.955 0.578 -3.460
H -2.315 1.631 -2.291
H -3.255 0.650 -1.639
H -2.850 -1.968 -1.703
H -1.434 -3.752 -1.896
H 0.838 -4.380 -2.352
H 1.679 -1.002 -3.284
H 0.116 0.906 -3.088
*
```

2.
5 unconnected molecules or ions with the total composition C15H32Br8NP2S, computed with wB97M-V/def2-TZVPD.

As for the gap between HOMO and LUMO: 6.734 eV. The molar mass is 959.67 g/mol.

```
! wB97M-V def2-TZVPD RIJCOSX def2/J DEFGRID3
* xyz 1 1
C 3.040 -1.785 0.890
C 3.524 -0.489 1.799
P 2.281 0.975 1.470
C 2.250 1.293 -0.441
C 0.537 0.462 2.091
N 0.442 0.200 3.463
C -1.010 -0.131 3.732
C -1.515 -0.871 2.359
C -0.891 0.270 1.308
P -0.929 -0.730 -0.346
S -2.581 -1.776 -0.533
H 2.301 -1.470 0.035
H 3.999 -2.280 0.422
H 2.466 -2.508 1.615
H 3.496 -0.710 2.964
H 4.577 -0.080 1.462
H 2.583 2.419 -0.661
H 1.182 1.180 -0.907
H 3.050 0.591 -0.946
H 1.223 0.226 4.170
H -1.534 0.934 3.648
H -1.344 -0.528 4.781
H -0.868 -1.864 2.235
H -2.670 -1.036 2.268
H -1.634 1.199 1.380
H 0.167 -1.667 -0.394
H -0.843 0.152 -1.502
Br -0.166 -0.155 7.573
C -1.676 0.879 8.249
C -2.991 0.278 7.809
Br -3.367 0.693 5.941
H -1.534 1.909 7.913
H -1.580 0.840 9.339
H -3.821 0.717 8.371
H -3.026 -0.811 7.908
Br -1.619 -5.554 -5.235
C -2.894 -4.286 -4.479
C -2.450 -2.860 -4.711
Br -1.016 -2.359 -3.487
H -3.008 -4.539 -3.422
H -3.836 -4.486 -5.000
H -3.265 -2.163 -4.494
H -2.083 -2.679 -5.725
Br 2.978 1.768 -4.075
C 2.522 0.359 -5.345
C 1.816 -0.788 -4.659
Br 3.075 -1.900 -3.667
H 3.450 0.064 -5.842
H 1.861 0.838 -6.074
H 1.365 -1.458 -5.397
H 1.049 -0.464 -3.951
Br 1.471 4.364 -1.430
C 0.516 4.671 -3.103
C -0.892 4.124 -3.038
Br -0.904 2.183 -3.228
H 1.118 4.228 -3.901
H 0.501 5.759 -3.226
H -1.488 4.496 -3.877
H -1.405 4.357 -2.101
*
```

3.
A molecular structure, C11H34IN12O22P, computed with wB97M-V/def2-TZVPD.

As for the gap between HOMO and LUMO: 7.448 eV. The molar mass is 844.33 g/mol.

```
! wB97M-V def2-TZVPD RIJCOSX def2/J DEFGRID3
* xyz 0 1
N 0.503 -4.708 -1.849
P -0.175 -3.626 -0.952
N 0.677 -2.155 -0.794
C 1.760 -2.200 0.089
O 2.287 -3.195 0.508
O 2.209 -0.954 0.425
I 1.356 -0.363 2.160
H 0.669 -5.555 -1.326
H -0.344 -4.130 0.345
H -1.399 -3.240 -1.515
H 0.910 -1.747 -1.691
C 2.367 -5.524 -4.467
N 2.633 -5.725 -5.918
O 2.560 -6.852 -6.361
O 2.902 -4.739 -6.571
H 2.141 -6.485 -4.022
H 3.260 -5.093 -4.025
H 1.523 -4.849 -4.378
C -2.246 2.882 2.028
N -1.892 1.537 2.540
O -1.072 0.882 1.909
O -2.430 1.166 3.556
H -1.687 3.068 1.122
H -3.313 2.887 1.827
H -1.986 3.603 2.796
C -0.455 6.603 5.228
N -0.751 5.412 4.392
O -0.419 4.323 4.808
O -1.310 5.603 3.330
H 0.042 6.275 6.131
H 0.183 7.253 4.648
H -1.401 7.088 5.455
C 5.458 -1.147 2.015
N 6.138 -0.399 3.106
O 6.028 -0.825 4.238
O 6.756 0.592 2.794
H 4.949 -2.002 2.443
H 4.751 -0.468 1.552
H 6.219 -1.462 1.307
C -1.219 -3.824 -6.420
N -0.782 -3.754 -4.998
O -1.394 -4.402 -4.183
O 0.175 -3.038 -4.759
H -2.069 -4.488 -6.484
H -1.486 -2.821 -6.731
H -0.379 -4.200 -6.998
C 4.663 -0.281 7.034
N 3.226 0.105 7.031
O 2.938 1.223 7.405
O 2.435 -0.729 6.649
H 5.244 0.559 7.395
H 4.771 -1.139 7.690
H 4.934 -0.531 6.015
C -6.323 2.784 3.733
N -6.097 2.490 2.291
O -6.132 1.331 1.943
O -5.889 3.439 1.566
H -6.492 1.848 4.250
H -5.433 3.281 4.106
H -7.190 3.432 3.801
C -2.067 2.040 -2.496
N -2.579 3.389 -2.126
O -2.995 3.542 -0.997
O -2.544 4.242 -2.983
H -2.162 1.388 -1.635
H -2.666 1.682 -3.327
H -1.028 2.156 -2.788
C 3.224 5.316 3.273
N 2.748 6.675 3.654
O 2.330 6.830 4.786
O 2.804 7.537 2.810
H 3.109 4.660 4.127
H 2.617 4.983 2.437
H 4.266 5.407 2.984
C -4.559 -4.949 -9.812
N -3.928 -4.380 -8.590
O -4.151 -4.927 -7.533
O -3.230 -3.400 -8.742
H -5.147 -5.811 -9.524
H -5.184 -4.174 -10.245
H -3.759 -5.227 -10.491
*
```

4.
A molecular structure, C35H48BN8S2W, computed with wB97M-V/def2-TZVPD.

As for the gap between HOMO and LUMO (alpha / beta): 6.586 / 6.579 eV. The molar mass is 839.61 g/mol.

```
! wB97M-V def2-TZVPD RIJCOSX def2/J DEFGRID3
* xyz 1 1
W -0.455 -0.441 -0.186
C -3.237 -2.032 -3.112
C -4.079 -2.094 -1.845
C -4.143 -3.528 -1.296
C -3.617 -1.152 -0.765
C -4.323 -0.733 0.360
C -3.455 0.026 1.151
C -3.724 0.665 2.482
C -4.633 1.889 2.301
C -2.448 1.028 3.236
N -2.312 0.146 0.478
N -2.405 -0.573 -0.688
B 0.484 1.492 0.846
N 1.701 0.670 0.600
N 1.642 -0.257 -0.451
C 2.797 -0.931 -0.435
C 3.548 -0.486 0.661
C 2.829 0.488 1.309
C 3.210 1.250 2.549
C 2.353 0.852 3.759
C 3.234 2.769 2.336
C 3.294 -1.922 -1.467
C 2.437 -2.056 -2.730
C 4.719 -1.510 -1.886
N -0.163 2.134 -0.332
N -0.235 1.354 -1.476
C -0.658 2.115 -2.457
C -0.864 3.419 -1.952
C -0.574 3.404 -0.613
C -0.618 4.569 0.340
C 0.764 5.233 0.450
C -1.209 4.256 1.718
C -0.834 1.656 -3.874
C -0.580 0.165 -4.051
C 0.091 2.474 -4.787
H -3.601 -2.758 -3.842
H -2.198 -2.281 -2.898
H -3.272 -1.041 -3.570
H -5.096 -1.787 -2.090
H -3.144 -3.890 -1.045
H -4.573 -4.195 -2.047
H -4.762 -3.584 -0.397
H -5.337 -1.014 0.618
H -4.269 -0.078 3.065
H -4.115 2.671 1.734
H -4.910 2.300 3.276
H -5.550 1.635 1.765
H -1.840 1.734 2.664
H -1.841 0.145 3.446
H -2.701 1.498 4.191
H 0.355 1.984 1.911
H 4.531 -0.838 0.948
H 4.231 0.931 2.754
H 1.302 1.124 3.619
H 2.721 1.364 4.654
H 2.400 -0.226 3.939
H 2.230 3.159 2.147
H 3.879 3.047 1.495
H 3.615 3.265 3.234
H 3.365 -2.890 -0.966
H 1.975 -1.103 -2.982
H 1.647 -2.797 -2.636
H 3.072 -2.351 -3.568
H 4.691 -0.567 -2.442
H 5.139 -2.277 -2.537
H 5.393 -1.386 -1.039
H -1.202 4.280 -2.515
H -1.285 5.276 -0.147
H 1.505 4.528 0.838
H 0.719 6.085 1.134
H 1.113 5.592 -0.522
H -0.473 3.800 2.384
H -2.072 3.589 1.642
H -1.546 5.182 2.187
H -1.866 1.884 -4.151
H 0.482 -0.052 -3.922
H -0.862 -0.150 -5.058
H -1.145 -0.434 -3.338
H 1.135 2.333 -4.491
H -0.135 3.541 -4.750
H -0.019 2.139 -5.822
S -0.119 -1.391 1.972
C 0.759 -2.880 1.695
C 1.490 -3.466 2.728
C 2.166 -4.655 2.517
C 2.939 -5.228 3.599
N 3.548 -5.659 4.475
C 2.103 -5.282 1.260
C 1.368 -4.707 0.243
C 0.706 -3.498 0.457
S -0.236 -2.757 -0.796
C 2.817 -6.518 1.014
N 3.382 -7.501 0.818
H 1.537 -2.989 3.700
H 1.317 -5.198 -0.724
*
```

5.
A molecular structure, C21H12Cl6IrNO5S, computed with wB97M-V/def2-TZVPD.

The energy relative to the best compared isomer or geometry (same formula, charge and spin) is 28.8 kcal/mol. As for the gap between HOMO and LUMO (alpha / beta): 5.593 / 5.599 eV. The molar mass is 795.33 g/mol.

```
! wB97M-V def2-TZVPD RIJCOSX def2/J DEFGRID3
* xyz -1 6
Ir -0.933 0.866 0.238
O 0.421 2.185 1.556
N 0.026 3.401 1.864
C 0.859 4.141 2.644
C 0.553 5.420 3.013
C -0.654 5.972 2.568
C -1.491 5.212 1.787
C -1.172 3.891 1.425
S -2.230 2.919 0.491
H 1.757 3.615 2.926
H 1.244 5.969 3.635
H -0.928 6.984 2.834
H -2.433 5.598 1.427
O -2.694 -1.380 -0.807
C -2.400 -0.336 -0.412
C 0.588 -2.547 -2.004
C 0.069 -3.454 -0.925
C -0.461 -4.698 -1.216
C -0.956 -5.505 -0.202
Cl -1.615 -7.074 -0.604
C -0.936 -5.088 1.111
C -0.406 -3.842 1.424
C 0.095 -3.035 0.413
O 0.644 -1.808 0.617
C 0.853 -1.395 1.962
C -0.427 -0.968 2.698
O -0.602 -1.366 3.841
O -1.209 -0.178 2.065
H 0.551 -3.039 -2.975
H 1.616 -2.241 -1.800
H -0.008 -1.634 -2.051
H -0.494 -5.040 -2.242
H -1.335 -5.719 1.892
H -0.410 -3.511 2.452
H 1.511 -0.532 1.890
H 1.344 -2.189 2.530
Cl 2.471 0.782 -0.181
C 1.528 0.814 -1.597
C 0.126 0.987 -1.563
C -0.478 1.181 -2.775
Cl -2.169 1.453 -2.941
C 0.291 1.195 -4.087
Cl -0.526 1.473 -5.548
C 1.663 0.888 -4.077
Cl 2.511 0.747 -5.575
C 2.305 0.683 -2.893
Cl 3.942 0.204 -2.826
*
```

6.
A molecular structure, C3H2N2S2, computed with wB97M-V/def2-TZVPD.

The energy relative to the best compared isomer or geometry (same formula, charge and spin) is 98.4 kcal/mol. As for the gap between HOMO and LUMO: 8.853 eV. The molar mass is 130.20 g/mol.

```
! wB97M-V def2-TZVPD RIJCOSX def2/J DEFGRID3
* xyz 0 1
C -1.415 -0.137 -0.631
C -1.608 0.290 0.567
C 0.774 -0.431 0.212
N -0.532 -0.836 0.276
N 1.855 -1.114 0.074
S 1.321 1.312 0.131
S 2.985 0.147 -0.193
H -1.801 -0.323 -1.643
H -1.581 1.092 1.206
*
```

7.
3 unconnected molecules or ions with the total composition C4H14NO2, computed with wB97M-V/def2-TZVPD.

The energy relative to the best compared isomer or geometry (same formula, charge and spin) is 31.2 kcal/mol. As for the gap between HOMO and LUMO: 11.155 eV. The molar mass is 108.16 g/mol.

```
! wB97M-V def2-TZVPD RIJCOSX def2/J DEFGRID3
* xyz 1 1
C 0.440 -1.603 1.775
C 0.959 -0.674 0.655
C 0.337 0.683 0.679
C 0.750 1.785 1.261
N -1.017 0.714 0.057
H -0.059 -1.003 2.528
H -0.253 -2.368 1.449
H 1.253 -2.073 2.331
H 2.030 -0.537 0.778
H 0.865 -1.103 -0.336
H 1.556 1.781 1.983
H 0.228 2.729 1.179
H -1.695 0.572 0.801
H -1.267 0.067 -0.718
H -1.233 1.605 -0.401
H 0.285 2.242 -2.623
H 0.746 0.946 -3.064
O 0.016 1.312 -2.542
H -1.738 -2.155 -1.393
H -1.033 -1.469 -2.676
O -1.170 -1.451 -1.721
*
```

8.
4 unconnected molecules or ions with the total composition C18H46FN4O7P, computed with wB97M-V/def2-TZVPD.

Its SMILES is CP(O)OC(=O)N(F)CCCCO.COC[C@@H](C)N.COC[C@@H](C)N.COC[C@@H](C)N. As for the gap between HOMO and LUMO: 9.294 eV. The molar mass is 480.56 g/mol.

```
! wB97M-V def2-TZVPD RIJCOSX def2/J DEFGRID3
* xyz 0 1
C 5.413 0.015 1.474
P 3.806 0.527 2.129
O 3.713 -0.434 3.463
O 4.152 1.998 2.829
C 3.012 2.718 3.011
O 2.502 2.916 4.103
N 2.516 3.254 1.751
F 2.817 4.645 1.879
C 1.070 3.193 1.622
C 0.583 1.862 1.097
C 0.336 0.792 2.172
C -1.133 0.373 2.337
O -1.364 -0.951 1.852
H 6.160 -0.211 2.223
H 5.767 0.735 0.749
H 5.188 -0.902 0.945
H 3.047 -1.086 3.250
H 0.834 3.956 0.893
H 0.549 3.479 2.532
H -0.356 2.027 0.585
H 1.282 1.506 0.351
H 0.749 1.079 3.132
H 0.871 -0.100 1.870
H -1.397 0.415 3.387
H -1.779 1.035 1.782
H -0.864 -1.528 2.424
C 1.148 -1.210 -4.788
O 0.582 -1.749 -3.607
C 1.389 -2.673 -2.911
C 2.486 -2.053 -2.035
C 3.680 -1.507 -2.815
N 1.963 -0.995 -1.165
H 1.752 -1.951 -5.320
H 1.751 -0.326 -4.570
H 0.326 -0.895 -5.431
H 0.702 -3.212 -2.253
H 1.811 -3.410 -3.608
H 2.860 -2.856 -1.393
H 3.468 -0.535 -3.259
H 4.530 -1.373 -2.146
H 3.982 -2.192 -3.609
H 1.249 -1.389 -0.558
H 1.453 -0.340 -1.751
C -0.293 1.635 5.907
O -1.330 0.777 5.455
C -1.548 -0.380 6.236
C -2.365 -0.163 7.518
C -1.596 0.521 8.644
N -3.603 0.581 7.268
H 0.542 1.068 6.328
H -0.661 2.352 6.643
H 0.068 2.197 5.047
H -2.115 -1.056 5.590
H -0.591 -0.873 6.458
H -2.644 -1.158 7.875
H -1.525 1.598 8.496
H -2.110 0.363 9.591
H -0.586 0.117 8.738
H -4.181 0.064 6.612
H -3.359 1.433 6.772
C -1.353 -1.330 -7.755
O -1.698 -0.251 -6.909
C -2.869 0.457 -7.264
C -4.187 -0.212 -6.851
C -4.580 -1.411 -7.710
N -4.187 -0.619 -5.442
H -1.585 -1.122 -8.803
H -1.851 -2.251 -7.443
H -0.279 -1.488 -7.662
H -2.797 1.409 -6.735
H -2.862 0.685 -8.339
H -4.967 0.545 -6.976
H -4.028 -2.309 -7.436
H -5.637 -1.633 -7.572
H -4.413 -1.211 -8.770
H -4.055 0.199 -4.854
H -3.358 -1.183 -5.279
*
```

9.
2 unconnected molecules or ions with the total composition C4H13N3, computed with wB97M-V/def2-TZVPD.

Its SMILES is [H]/N=C\C.CCNN. The energy relative to the best compared isomer or geometry (same formula, charge and spin) is 65.6 kcal/mol. As for the gap between HOMO and LUMO: 8.841 eV. The molar mass is 103.17 g/mol.

```
! wB97M-V def2-TZVPD RIJCOSX def2/J DEFGRID3
* xyz 0 1
H 0.925 1.355 1.720
N 0.247 1.564 0.988
C 0.700 1.533 -0.200
C 2.092 1.199 -0.623
H -0.003 1.794 -0.981
H 2.575 2.094 -1.023
H 2.071 0.463 -1.426
H 2.686 0.815 0.206
C 0.037 -1.633 0.624
C -0.645 -1.317 -0.687
N -1.687 -0.026 -0.630
N -2.153 0.381 0.600
H 0.363 -2.669 0.654
H -0.629 -1.479 1.480
H 0.905 -0.991 0.787
H -1.287 -2.159 -0.985
H 0.069 -1.143 -1.494
H -2.463 -0.320 -1.223
H -1.253 0.929 1.069
H -2.549 -0.391 1.145
*
```